C7H8 in the gas phase, computed with wB97M-V/def2-TZVPD.

Summary:
Structure (SMILES)   C[C@@]12C=C[C@H]3[C@@H]1[C@H]32
Orbital gap   9.551 eV

XYZ file:
```
15
Properties=species:S:1:pos:R:3:lowdin_charge:R:1
C 1.96 0.13 0.14 -0.0302
C 0.45 0.10 0.12 -0.3821
C -0.43 0.32 1.34 -0.0253
C -1.68 0.05 0.93 -0.0508
C -1.56 -0.21 -0.55 -0.1663
C -0.34 0.52 -1.09 -0.0876
C -0.25 -0.90 -0.79 -0.0985
H 2.35 1.13 0.33 0.0779
H 2.35 -0.55 0.90 0.0800
H 2.35 -0.20 -0.83 0.0838
H -0.09 0.69 2.30 0.1009
H -2.58 -0.08 1.51 0.0945
H -2.40 -0.39 -1.21 0.1310
H -0.15 1.23 -1.88 0.1359
H 0.03 -1.85 -1.22 0.1368
```

C7H8AsCl2F6NO4S8Tc as an isolated structure at a distorted geometry, computed with wB97M-V/def2-TZVPD.

Summary:
2S+1   2
Charge   -2
Orbital gap (alpha / beta)   6.250 / 5.764 eV

XYZ file:
```
38
Properties=species:S:1:pos:R:3:lowdin_charge:R:1
Tc -0.21 1.07 -1.02 0.3545
S -0.40 -3.53 2.37 -0.2801
As 0.74 -4.11 0.68 -0.1198
S 0.83 -2.35 -0.85 -0.1081
S 0.02 -0.71 0.14 -0.0244
S 2.83 -4.50 1.19 -0.3278
C -2.07 4.38 1.74 -0.1478
C -1.85 3.29 0.72 -0.7774
S -0.17 2.77 0.52 0.5126
C -2.81 2.74 -0.02 -0.7753
C -4.27 3.10 0.05 -0.1460
S -2.39 1.50 -1.21 0.5416
H -1.21 4.45 2.40 0.0485
H -2.95 4.18 2.36 0.0607
H -2.21 5.35 1.26 0.0735
H -4.52 3.62 0.98 0.0544
H -4.89 2.20 -0.01 0.0575
H -4.56 3.74 -0.79 0.0698
F 2.28 -1.52 -3.86 0.1300
C 2.53 -0.27 -4.21 -0.6701
F 3.74 0.07 -3.80 0.1491
F 2.48 -0.18 -5.54 0.1295
S 1.23 0.85 -3.44 0.5686
O 0.09 -0.01 -3.18 -0.3885
O 1.86 1.35 -2.22 -0.3768
N 0.85 1.91 -4.51 -0.2965
S 1.81 3.09 -4.96 0.5893
O 3.21 2.77 -4.87 -0.2879
O 1.30 3.66 -6.17 -0.2896
C 1.53 4.41 -3.68 -0.6708
F 0.35 4.26 -3.07 0.1270
F 2.49 4.40 -2.76 0.1350
F 1.54 5.62 -4.27 0.1138
Cl 0.71 0.09 3.41 0.5161
C 1.22 -0.43 5.00 -1.0304
Cl 2.34 0.72 5.79 0.4447
H 1.74 -1.37 4.90 0.0239
H 0.35 -0.52 5.64 0.0170
```

C7H8BBrO2 in the gas phase at a distorted geometry, computed with wB97M-V/def2-TZVPD.

Summary:
Structure (SMILES)   OB(O)[C@H](Br)c1ccccc1
Orbital gap   9.081 eV

XYZ file:
```
19
Properties=species:S:1:pos:R:3:lowdin_charge:R:1
O -1.53 2.04 1.00 0.1549
B -2.06 1.47 -0.09 -0.8096
O -3.14 1.96 -0.78 0.1031
C -1.65 0.02 -0.66 -0.3871
Br -3.08 -1.17 0.20 0.6828
C -0.30 -0.64 -0.29 -0.2670
C 0.62 -0.60 -1.26 -0.0553
C 1.96 -0.91 -0.97 -0.0998
C 2.35 -1.28 0.27 -0.0767
C 1.32 -1.49 1.26 -0.0807
C 0.03 -1.21 1.00 -0.0688
H -1.97 2.93 1.37 0.1870
H -3.65 2.79 -0.47 0.1596
H -1.85 -0.09 -1.67 0.0536
H 0.30 -0.11 -2.17 0.1160
H 2.72 -0.59 -1.62 0.0896
H 3.42 -1.46 0.31 0.1042
H 1.55 -1.99 2.20 0.1033
H -0.64 -1.44 1.82 0.0909
```

C7H8Br6Cl9N as an isolated structure at a distorted geometry, computed with wB97M-V/def2-TZVPD.

Summary:
Orbital gap   9.913 eV

XYZ file:
```
31
Properties=species:S:1:pos:R:3:lowdin_charge:R:1
C -1.43 0.80 0.04 -0.0782
C -0.37 0.02 0.73 -0.2727
N 0.43 -0.63 1.23 0.1411
H -1.80 1.55 0.71 0.0366
H -2.18 0.01 -0.33 0.0739
H -0.96 1.25 -0.82 0.0516
C 2.41 0.51 -3.57 -1.5477
Cl 3.17 0.90 -2.06 0.5179
Cl 0.98 1.52 -3.87 0.5122
Cl 1.96 -1.21 -3.46 0.4720
H 3.19 0.59 -4.37 0.0418
C 0.65 4.27 1.68 -1.6078
Cl 0.38 6.00 1.27 0.4961
Cl 0.96 3.43 0.23 0.5755
Cl -0.75 3.64 2.50 0.5459
H 1.53 4.28 2.39 0.0313
C -4.82 -1.57 1.36 -1.4889
Cl -5.06 0.18 1.04 0.5073
Cl -3.07 -2.04 1.59 0.5072
Cl -5.56 -2.57 0.14 0.5391
H -5.32 -1.73 2.33 0.0130
C 3.01 0.33 2.09 -1.6758
Br 3.63 -1.37 2.81 0.5558
Br 4.37 1.39 1.33 0.5900
Br 2.23 1.29 3.52 0.5825
H 2.31 0.15 1.35 -0.1291
C -0.04 -4.34 -1.88 -1.5776
Br 1.13 -3.30 -0.82 0.5565
Br 0.95 -4.84 -3.50 0.5178
Br -1.62 -3.27 -2.34 0.5239
H -0.29 -5.25 -1.32 -0.0112
```

A 2-piece molecular cluster, C7H8BrClSi overall at a distorted geometry, computed with wB97M-V/def2-TZVPD.

Summary:
Orbital gap   7.264 eV

XYZ file:
```
18
Properties=species:S:1:pos:R:3:lowdin_charge:R:1
C -1.00 -2.43 -1.18 -0.0330
C 0.34 -1.95 -1.20 -0.0849
C -1.98 -1.61 -0.63 -0.0423
C 0.64 -0.84 -0.55 -0.1457
C -1.65 -0.34 -0.05 -0.0760
C -0.30 0.03 0.05 -0.3600
C 1.97 1.95 1.55 -0.2497
Si 0.26 1.50 1.03 0.3844
Cl -0.41 3.13 -1.62 -0.4486
Br -1.25 2.49 2.33 0.3901
H -1.33 -3.33 -1.53 0.0757
H 1.19 -2.52 -1.75 0.1458
H -2.98 -1.76 -0.72 0.0750
H 1.66 -0.48 -0.71 0.1105
H -2.50 0.25 0.10 0.0874
H 2.67 2.41 0.65 0.1181
H 2.17 2.50 2.43 0.0061
H 2.50 0.98 1.80 0.0468
```

An isolated ion of composition C7H8BrN4 and charge +1 at a distorted geometry, computed with wB97M-V/def2-TZVPD.

Summary:
Charge   +1
Orbital gap   9.041 eV

XYZ file:
```
20
Properties=species:S:1:pos:R:3:lowdin_charge:R:1
C 2.63 0.92 1.12 -0.0668
C 2.12 1.76 0.18 -0.6565
C 0.72 0.06 0.41 -0.0071
C -1.20 1.25 -1.38 -0.0399
C -1.78 0.10 -0.76 -0.0343
C 0.02 1.76 -1.15 -0.0497
C -1.20 -0.74 0.09 -0.0595
N 0.91 1.22 -0.24 -0.0500
N 1.74 -0.11 1.25 0.1009
N -1.54 -3.06 -0.12 0.0578
N -1.43 -1.89 0.67 -0.0731
Br 2.80 3.38 -0.47 0.8651
H 3.54 0.98 1.67 0.1339
H -1.82 1.77 -2.10 0.1200
H -2.83 -0.08 -0.97 0.1351
H 0.37 2.65 -1.66 0.1007
H 1.87 -0.90 1.86 0.1709
H -2.50 -3.21 -0.42 0.0993
H -1.20 -3.87 0.38 0.0941
H -1.25 -1.99 1.66 0.1590
```

C7H8Cl2N2O in the gas phase at a distorted geometry, computed with wB97M-V/def2-TZVPD.

Summary:
Orbital gap (alpha / beta)   6.936 / 6.652 eV

XYZ file:
```
20
Properties=species:S:1:pos:R:3:lowdin_charge:R:1
C 2.38 1.52 0.08 -0.2843
C 1.22 2.24 0.15 -0.0923
C 2.65 0.31 -0.50 -0.4695
C -0.10 1.68 -0.02 -0.6576
C -0.95 -1.74 -0.12 -0.4211
C 0.56 -2.06 -0.14 0.0143
C -2.71 -0.15 0.04 -0.0153
N -0.25 0.38 0.07 0.0772
N -1.26 -0.40 -0.04 -0.0888
O -1.89 -2.45 -0.30 0.0893
Cl 4.01 -0.49 0.23 0.5783
Cl -1.37 2.85 -0.24 0.6772
H 3.11 2.09 0.58 0.0868
H 1.12 3.35 0.11 0.1061
H 1.01 -2.31 0.82 0.0984
H 0.82 -2.96 -0.59 0.0596
H 1.15 -1.27 -0.55 -0.0001
H -3.32 -0.55 -0.79 0.1023
H -3.09 -0.81 0.86 0.1094
H -3.10 0.76 0.34 0.0301
```

A 2-piece molecular cluster, C7H8Cl2NO2P overall at a distorted geometry, computed with wB97M-V/def2-TZVPD.

Summary:
Orbital gap (alpha / beta)   7.815 / 6.189 eV

XYZ file:
```
21
Properties=species:S:1:pos:R:3:lowdin_charge:R:1
C 1.28 -1.58 0.17 -0.0861
C 0.10 -2.25 -0.11 -0.0828
C 1.30 -0.20 0.21 -0.0437
C -1.05 -1.54 -0.32 -0.0624
C 0.14 0.55 -0.01 -0.2190
C -1.04 -0.15 -0.28 -0.2981
C 0.17 2.04 0.05 -0.0431
N -2.24 0.55 -0.46 -0.1765
O -2.75 1.00 -3.82 -0.6408
O -4.61 1.10 -0.90 -0.7602
P -3.67 -0.06 -0.99 0.8951
Cl -1.56 1.94 -3.37 0.6805
Cl -4.01 3.06 -1.05 0.2179
H 2.19 -2.13 0.34 0.1015
H 0.08 -3.33 -0.15 0.1045
H 2.22 0.32 0.42 0.1106
H -1.98 -2.05 -0.54 0.0708
H 1.18 2.40 0.20 0.0809
H -0.21 2.47 -0.88 0.0488
H -0.44 2.41 0.87 0.0937
H -2.20 1.57 -0.39 0.0086
```